Density functional theory data (ωB97M-V with the def2-TZVPD basis set) for a cluster of 2 separate species, C6H8N6 in total at a distorted geometry.

Calculated values
- Energy above the lowest of the compared OMol25 structures with the same formula, charge and spin: 54.40 kcal/mol
- SMILES string: [H]/N=C/C(C#N)=N\[H].Nc1cc[nH]n1
- E_tot: -561.875744 hartree
- Molecular weight: 164.2 g/mol

Structure (XYZ):
```
20
Properties=species:S:1:pos:R:3:forces:R:3
H -2.348 -1.977 1.735 0.028 0.801 -1.314
N -2.213 -1.550 0.779 -0.102 -3.326 0.951
C -2.190 -0.326 0.758 0.504 2.452 -1.460
C -1.954 0.431 -0.597 -1.380 -1.231 3.055
C -1.575 1.783 -0.423 0.738 1.429 0.253
N -1.379 2.892 -0.202 0.126 0.076 0.024
N -2.398 0.112 -1.699 -2.057 -2.977 -3.165
H -2.934 -0.858 -1.807 1.815 2.390 0.946
H -2.334 0.323 1.599 0.030 0.479 0.602
N 1.854 1.830 0.670 1.835 -0.199 0.324
C 1.651 0.577 0.184 1.354 -2.114 -0.320
C 2.672 -0.423 -0.185 2.286 1.224 0.308
C 2.013 -1.545 -0.520 -1.226 -1.408 0.075
N 0.685 -1.250 -0.327 0.081 -1.834 -0.502
N 0.472 -0.022 0.121 0.646 1.686 0.118
H 1.177 2.496 0.790 -2.803 1.030 0.172
H 2.689 2.360 0.532 0.818 -0.775 -0.391
H 3.816 -0.496 -0.183 -1.961 1.014 0.136
H 2.453 -2.564 -0.764 -1.089 1.600 0.194
H -0.157 -1.793 -0.461 0.356 -0.318 -0.006
```
Forces are in eV/Å.



Density functional theory data (ωB97M-V with the def2-TZVPD basis set) for the ion C6H8NO5 with charge -1 at a distorted geometry.

Calculated values
- Energy above the lowest of the compared OMol25 structures with the same formula, charge and spin: 119.24 kcal/mol
- SMILES string: CC/C(OC)=C(/C(=O)[O-])[N+](=O)[O-]
- E_tot: -664.228331 hartree
- Total charge: -1
- Molecular weight: 174.1 g/mol

Structure (XYZ):
```
20
Properties=species:S:1:pos:R:3:forces:R:3
C -1.752 0.006 -2.023 -0.403 2.171 -0.441
C -0.670 -0.838 -1.419 1.751 -0.749 -0.776
C -0.273 -0.339 -0.072 4.420 3.564 1.494
O -1.230 -0.394 0.881 1.916 -0.241 -3.854
C -0.891 0.095 2.126 1.179 -1.423 0.531
C 1.221 0.439 0.260 -6.409 -3.780 3.120
C 1.952 0.124 1.753 -1.027 0.129 -2.063
O 2.144 1.073 2.485 0.175 0.989 0.619
O 2.115 -1.082 1.857 0.265 -1.177 0.408
N 1.986 0.665 -0.788 -1.491 0.315 -3.429
O 3.182 0.739 -0.687 1.952 0.242 0.144
O 1.382 0.833 -1.910 0.940 0.166 0.196
H -2.407 0.219 -1.137 -0.239 0.020 -1.407
H -2.277 -0.333 -2.970 0.490 -0.243 1.484
H -1.268 0.972 -2.347 -0.542 -0.725 0.548
H 0.262 -0.866 -2.066 -1.204 0.008 0.861
H -1.039 -1.842 -1.303 -0.224 -0.733 0.318
H -0.365 -0.693 2.600 0.342 -0.775 1.083
H -1.797 0.293 2.515 -3.000 0.545 2.056
H -0.277 0.928 2.245 1.108 1.696 -0.891
```
Forces are in eV/Å.